# 1
{"formula": "C4H6N2", "method": "ωB97M-V/def2-TZVPD", "elements": ["C", "C", "C", "N", "C", "N", "H", "H", "H", "H", "H", "H"], "xyz": [[0.5577, -0.3685, 1.7411], [0.0350, 0.0111, 0.4149], [0.4787, -0.4487, -0.7899], [-0.3538, 0.0922, -1.7340], [-1.2684, 0.8477, -1.0671], [-1.0384, 0.8414, 0.2193], [1.4869, -0.9335, 1.6399], [1.0347, 0.4677, 2.2859], [-0.0817, -0.7907, 2.5089], [1.2933, -1.1305, -0.9870], [-0.3319, -0.2294, -2.6864], [-1.8121, 1.6411, -1.5456]], "atomic_forces_ev_per_a": [[1.998, 1.023, 1.162], [-0.462, -0.359, -0.017], [0.066, -0.324, 0.490], [0.502, -0.511, -0.152], [0.693, 0.756, 0.029], [-0.122, 0.025, 0.222], [-0.411, -0.801, -0.237], [-0.655, 0.423, -0.353], [-0.471, -0.397, -0.495], [-0.222, 0.057, -0.266], [-0.262, 0.466, -0.110], [-0.654, -0.357, -0.273]], "homo_ev": -8.6, "e_lumo_ev": 0.94, "e_tot_ha": -265.52100, "smiles": "Cc1c[nH]cn1", "relative_energy_kj_mol": 38.2, "multiplicity": 1, "orbital_gap_ev": 9.547, "fmax_ha_per_bohr": 0.04915}

# 2
{"formula": "C3H5BO5", "method": "ωB97M-V/def2-TZVPD", "elements": ["B", "C", "C", "C", "O", "O", "O", "O", "O", "H", "H", "H", "H", "H"], "xyz": [[-1.8825, 0.0561, 0.1054], [2.4118, 0.6847, 0.2547], [2.4291, -0.4478, 0.8121], [0.7356, -0.4768, -0.4678], [1.3183, 0.7340, -0.6132], [1.4696, -1.2918, 0.2817], [-2.1366, -0.4072, -1.2189], [-2.9407, 0.6674, 0.6862], [-0.8374, -0.0713, 0.8348], [2.9790, 1.5978, 0.2936], [3.1238, -0.9298, 1.5971], [0.0462, -0.8080, -1.2316], [-2.9796, -0.1084, -1.4653], [-3.7364, 0.8011, 0.1314]], "atomic_forces_ev_per_a": [[-1.716, -0.264, -1.291], [-0.709, 4.120, -1.776], [2.603, -5.027, 3.804], [-1.633, 1.285, 1.298], [-0.235, -1.613, -0.101], [-0.556, 0.839, -0.626], [2.487, -0.614, 0.503], [-2.747, 1.414, 0.441], [4.390, -0.970, -0.796], [0.074, -0.202, 0.271], [-1.402, 1.064, -1.640], [0.178, -0.227, 0.050], [-1.533, 0.376, -0.813], [0.799, -0.180, 0.676]], "homo_ev": -9.4, "e_lumo_ev": 0.61, "e_tot_ha": -518.40364, "relative_energy_kj_mol": 37.7, "multiplicity": 1, "orbital_gap_ev": 9.973, "fmax_ha_per_bohr": 0.13264}

# 3
{"formula": "C16H24F17O8S2", "method": "ωB97M-V/def2-TZVPD", "elements": ["F", "O", "S", "O", "O", "C", "C", "C", "H", "H", "H", "H", "H", "H", "H", "H", "O", "S", "O", "O", "C", "C", "C", "H", "H", "H", "H", "H", "H", "H", "H", "C", "C", "C", "F", "F", "F", "F", "O", "C", "C", "F", "F", "F", "F", "H", "H", "H", "H", "C", "C", "C", "F", "F", "F", "F", "O", "C", "C", "F", "F", "F", "F", "H", "H", "H", "H"], "xyz": [[-0.0776, 0.7694, -1.1992], [-5.0883, 0.1812, 1.3461], [-5.0701, 1.5528, 0.9328], [-6.2470, 2.3762, 0.9911], [-3.9168, 2.3668, 1.7104], [-2.6418, 1.7488, 1.9105], [-1.4969, 2.5864, 1.3805], [-4.3667, 1.6318, -0.7419], [-2.5069, 0.7227, 1.5672], [-2.5395, 1.6714, 2.9967], [-0.5335, 2.0956, 1.5215], [-1.5092, 3.5685, 1.8538], [-1.5129, 2.7120, 0.2938], [-4.3730, 2.6767, -1.0365], [-5.0049, 0.9940, -1.3459], [-3.3351, 1.2899, -0.6799], [-0.3878, -3.4047, -0.5551], [-1.6505, -3.0621, 0.0218], [-2.8764, -3.7487, -0.2974], [-1.4636, -3.2717, 1.6365], [-2.3713, -2.5853, 2.5054], [-2.0709, -3.0345, 3.9178], [-1.9382, -1.2914, -0.1044], [-3.3889, -2.8613, 2.2113], [-2.2290, -1.5090, 2.3982], [-1.0267, -2.7969, 4.1353], [-2.2147, -4.1045, 4.0516], [-2.6704, -2.4795, 4.6393], [-1.8563, -1.0621, -1.1695], [-1.1326, -0.7070, 0.3349], [-2.9581, -1.0786, 0.2055], [0.8758, 2.4429, -3.2754], [0.6043, 2.9589, -4.6684], [1.8810, 3.1175, -5.5175], [2.6391, 1.9880, -5.4558], [1.5530, 3.3285, -6.8173], [-0.3367, 2.2423, -5.3179], [0.1019, 4.2478, -4.5770], [1.9772, 3.1808, -2.7641], [1.8381, 3.6810, -1.5074], [1.8828, 2.6384, -0.3890], [2.8839, 1.7536, -0.6619], [2.1309, 3.2339, 0.8015], [2.8766, 4.5312, -1.3305], [0.6780, 4.3788, -1.4197], [1.1903, 1.3989, -3.3301], [-0.0015, 2.3885, -2.6291], [2.4822, 3.9495, -5.1537], [0.9619, 2.0432, -0.3443], [4.1145, -2.8196, 1.0105], [3.8699, -3.9543, 0.0394], [2.7431, -4.8985, 0.4723], [2.6204, -5.9140, -0.4101], [3.0001, -5.4014, 1.7114], [3.5487, -3.4479, -1.1762], [5.0396, -4.6503, -0.0672], [2.8852, -2.1301, 1.1944], [2.9666, -0.8964, 1.7754], [1.5737, -0.2714, 1.7538], [0.6298, -1.1248, 2.1800], [1.5776, 0.8565, 2.5155], [3.4938, -1.0115, 3.0228], [3.7805, -0.0790, 1.0809], [4.8768, -2.1679, 0.5863], [4.3708, -3.2528, 1.9800], [1.8073, -4.3324, 0.5273], [1.3384, 0.0449, 0.7290]], "atomic_forces_ev_per_a": [[-0.150, 0.099, 0.449], [-0.036, 0.126, 0.231], [0.958, 0.964, -1.237], [0.638, -0.533, 0.256], [-1.030, -0.419, -0.463], [1.466, -0.308, 1.093], [-0.172, 0.392, -0.609], [-0.443, -0.012, 1.166], [-0.824, 0.051, -0.441], [-0.020, 0.033, -0.008], [-0.117, -0.066, 0.500], [0.190, -0.005, -0.027], [-0.356, 0.019, 0.032], [-0.184, -0.020, -0.123], [0.161, 0.049, -0.245], [-0.038, -0.238, -0.150], [-0.354, -0.237, 0.115], [-0.724, 0.760, 1.634], [0.629, 0.172, -0.423], [0.677, 0.176, -1.024], [-0.478, -0.390, 0.008], [0.508, 0.315, -0.005], [0.179, -0.690, -0.969], [-0.022, 0.214, 0.047], [-0.052, -0.012, 0.083], [-0.007, -0.113, 0.033], [-0.103, -0.006, -0.054], [-0.180, -0.069, -0.078], [0.077, -0.102, -0.012], [-0.091, -0.095, 0.191], [0.088, -0.003, 0.334], [0.076, -1.441, -0.327], [-0.073, 1.122, 0.200], [0.095, -0.248, 0.028], [-0.223, 0.036, -0.088], [-0.027, -0.006, 0.096], [0.264, -0.284, 0.163], [0.050, -0.216, -0.096], [0.008, 0.351, 0.268], [0.468, 0.048, -0.159], [-0.640, -0.933, -0.129], [0.266, 0.422, 0.082], [0.232, 0.270, 0.053], [-0.232, 0.172, -0.131], [0.085, 0.225, 0.345], [-0.065, -0.005, -0.155], [-0.008, 0.375, -0.067], [-0.083, 0.032, -0.003], [-0.201, 0.090, -0.234], [-0.299, -0.135, 0.520], [-0.009, -0.005, 0.132], [-0.677, 0.631, -0.094], [0.185, -0.018, 0.191], [0.281, -0.125, -0.174], [0.124, -0.258, 0.059], [-0.114, 0.080, -0.127], [-0.308, 0.465, -0.256], [-0.004, -0.883, -0.209], [-0.008, 0.860, -1.058], [-0.067, -0.104, 0.533], [-0.046, -0.380, 0.373], [-0.094, 0.217, 0.064], [0.279, 0.026, 0.177], [0.125, -0.056, 0.139], [0.521, 0.070, -0.182], [-0.013, -0.174, -0.157], [-0.058, -0.272, -0.081]], "homo_ev": -6.9, "e_lumo_ev": 2.50, "e_tot_ha": -3720.18905, "relative_energy_kj_mol": 0.0, "multiplicity": 1, "orbital_gap_ev": 9.387, "fmax_ha_per_bohr": 0.03776, "charge": -1}

# 4
{"formula": "C2H5NOS", "method": "ωB97M-V/def2-TZVPD", "elements": ["C", "C", "H", "H", "H", "H", "H", "N", "O", "S"], "xyz": [[1.6124, 0.6059, -0.0583], [-1.9849, -0.4232, 0.3805], [1.3650, 1.1930, 1.0638], [2.9291, 0.3868, 0.0431], [1.5243, 1.4041, -0.8819], [-0.8873, -0.6737, -1.4470], [-1.6671, -1.0206, 1.4273], [-0.8819, -0.9287, -0.4472], [-2.9344, 0.2983, -0.1242], [0.9247, -0.8418, 0.0439]], "atomic_forces_ev_per_a": [[4.505, 7.754, 3.192], [-0.267, 0.797, -2.256], [0.990, -0.914, -3.329], [-4.134, 0.374, -0.348], [-0.124, -1.635, 0.960], [-0.537, 0.047, 0.722], [-1.912, 2.242, -1.850], [0.857, 1.861, 0.189], [4.554, -3.967, 3.309], [-3.931, -6.560, -0.590]], "homo_ev": -9.1, "e_lumo_ev": 0.22, "e_tot_ha": -607.25147, "relative_energy_kj_mol": 407.9, "multiplicity": 1, "orbital_gap_ev": 9.334, "fmax_ha_per_bohr": 0.18511}

# 5
{"formula": "C49H49BaN7O2S", "method": "ωB97M-V/def2-TZVPD", "elements": ["Ba", "C", "C", "C", "C", "C", "N", "C", "C", "C", "C", "C", "C", "C", "N", "C", "C", "C", "N", "C", "C", "N", "C", "C", "C", "N", "H", "H", "H", "H", "H", "H", "H", "H", "H", "H", "H", "H", "H", "H", "H", "H", "H", "H", "C", "N", "N", "C", "O", "C", "C", "C", "C", "C", "C", "C", "C", "C", "H", "H", "H", "H", "H", "H", "H", "H", "H", "H", "H", "H", "C", "C", "C", "C", "C", "C", "H", "H", "H", "H", "H", "H", "H", "H", "H", "O", "S", "C", "C", "C", "C", "C", "C", "C", "C", "C", "C", "C", "C", "H", "H", "H", "H", "H", "H", "H", "H", "H", "H"], "xyz": [[0.0569, -0.0540, -0.8241], [1.6659, -7.1988, -1.8484], [0.8661, -5.9661, -1.5129], [-0.0718, -5.9698, -0.4685], [-0.8564, -4.8709, -0.1890], [-0.7656, -3.6583, -0.9218], [-1.4822, -2.5239, -0.6344], [-2.8164, -2.6832, -0.2918], [-3.6594, -3.6158, -0.9293], [-5.0217, -3.6622, -0.6921], [-5.6368, -2.7858, 0.2012], [-7.1283, -2.7976, 0.4174], [-4.8140, -1.8930, 0.8687], [-3.4425, -1.8442, 0.6489], [-2.6915, -0.9030, 1.4254], [-1.5576, -1.2540, 2.0702], [-0.6953, -0.3219, 2.5517], [-1.0454, 1.0951, 2.2057], [-2.9823, 0.5073, 1.2487], [0.1841, -3.6893, -1.9603], [0.9691, -4.8011, -2.2482], [0.2969, -2.5410, -2.8309], [-0.7294, -1.9067, -3.4532], [-0.1762, -0.9568, -4.2769], [1.2157, -1.0997, -4.0940], [1.5029, -2.0616, -3.2237], [1.0145, -8.0397, -2.0984], [2.2981, -7.5209, -1.0160], [2.3137, -7.0231, -2.7095], [-0.1952, -6.8676, 0.1312], [-1.5785, -4.9152, 0.6186], [-3.2194, -4.2980, -1.6493], [-5.6262, -4.3893, -1.2262], [-7.5481, -3.7846, 0.2159], [-7.6338, -2.0866, -0.2416], [-7.3852, -2.5301, 1.4441], [-5.2330, -1.2043, 1.5965], [-1.3745, -2.3191, 2.1490], [0.1680, -0.5693, 3.1496], [-0.2409, 1.8225, 2.3018], [1.6511, -4.7380, -3.0915], [-1.7506, -2.1941, -3.2661], [-0.7005, -0.2728, -4.9209], [2.0193, -0.5465, -4.5564], [5.3480, -3.1515, -2.6144], [4.7790, -2.6826, -1.3497], [4.1240, -1.4671, -1.4151], [3.0125, -1.5010, -0.6320], [2.2574, -0.5028, -0.4812], [2.9373, -2.8125, -0.0818], [3.9858, -3.5060, -0.5901], [4.3026, -4.9552, -0.4769], [4.7889, -0.2892, -1.8593], [4.0426, 0.7324, -2.4322], [4.6815, 1.8993, -2.8211], [6.0559, 2.0337, -2.6731], [6.7927, 0.9926, -2.1216], [6.1606, -0.1701, -1.7033], [5.8915, -2.3324, -3.0781], [4.5710, -3.5000, -3.2973], [6.0491, -3.9522, -2.3986], [2.1575, -3.1804, 0.5662], [3.6739, -5.4054, 0.2876], [5.3505, -5.1094, -0.2150], [4.0979, -5.4735, -1.4174], [2.9765, 0.6325, -2.5455], [4.0901, 2.7051, -3.2379], [6.5493, 2.9455, -2.9846], [7.8635, 1.0893, -1.9952], [6.7236, -0.9739, -1.2431], [-0.5728, 5.8750, -1.8197], [0.5008, 5.2014, -0.9515], [1.8879, 5.6256, -1.4559], [0.3327, 5.6658, 0.5025], [0.3754, 3.7310, -1.0313], [0.3125, 2.4962, -1.0767], [-0.5445, 6.9623, -1.6953], [-1.5667, 5.5157, -1.5469], [-0.4135, 5.6419, -2.8742], [1.9910, 6.7158, -1.4298], [2.0374, 5.2861, -2.4827], [2.6720, 5.1864, -0.8357], [0.4618, 6.7505, 0.5758], [1.0724, 5.1827, 1.1449], [-0.6645, 5.4154, 0.8775], [-1.6490, 1.1202, 0.9284], [-2.5161, 1.5437, 3.2447], [-3.3456, 2.9428, 2.5211], [-4.5311, 3.3067, 3.1466], [-5.2197, 4.4237, 2.6956], [-4.7204, 5.1636, 1.6328], [-3.5370, 4.7823, 1.0144], [-2.8365, 3.6651, 1.4480], [-1.6269, 2.5187, 4.5143], [-1.7707, 2.1052, 5.8303], [-1.1195, 2.7928, 6.8517], [-0.3236, 3.8866, 6.5510], [-0.1760, 4.2991, 5.2288], [-0.8254, 3.6191, 4.2113], [-4.9094, 2.7302, 3.9836], [-6.1439, 4.7142, 3.1788], [-5.2563, 6.0363, 1.2815], [-3.1487, 5.3541, 0.1806], [-1.9301, 3.3596, 0.9383], [-2.3921, 1.2450, 6.0575], [-1.2362, 2.4717, 7.8789], [0.1842, 4.4214, 7.3441], [0.4437, 5.1550, 4.9928], [-0.7219, 3.9588, 3.1855]], "atomic_forces_ev_per_a": [[-2.680, -0.735, -0.438], [0.025, 0.028, -0.009], [-0.098, -0.048, 0.135], [0.007, 0.046, -0.049], [0.006, 0.009, 0.017], [-0.095, 0.144, 0.043], [0.084, -0.197, 0.022], [0.171, 0.011, -0.031], [-0.053, -0.004, 0.011], [0.040, 0.001, -0.012], [-0.002, -0.039, -0.045], [0.014, -0.018, 0.019], [0.019, 0.049, 0.053], [0.031, 0.188, 0.140], [-0.055, 0.199, -0.130], [-0.246, 0.017, -0.069], [0.145, 0.229, 0.108], [-0.292, -0.348, -0.551], [0.453, -0.525, -0.116], [0.072, 0.321, -0.293], [0.058, 0.098, -0.084], [0.025, -0.242, 0.044], [0.157, -0.221, 0.036], [0.134, 0.090, 0.037], [0.002, 0.004, 0.038], [-0.430, 0.001, 0.046], [0.008, 0.028, 0.013], [-0.023, 0.024, 0.002], [-0.011, 0.008, 0.016], [0.011, 0.033, -0.026], [0.014, -0.017, -0.010], [-0.016, 0.014, 0.015], [0.023, 0.014, 0.014], [0.018, 0.015, -0.002], [0.018, -0.003, 0.006], [0.024, 0.006, -0.024], [0.022, -0.026, -0.027], [0.022, 0.031, -0.011], [-0.012, -0.004, -0.041], [0.050, 0.050, -0.066], [-0.033, 0.000, 0.040], [0.023, 0.018, 0.053], [0.028, 0.028, -0.004], [-0.036, -0.002, 0.002], [0.005, -0.032, 0.058], [0.159, -0.108, -0.205], [0.061, 0.372, -0.061], [-0.402, 0.587, 0.111], [2.577, -1.077, 0.585], [-0.024, -0.082, 0.009], [0.031, -0.206, -0.005], [0.000, 0.011, 0.032], [-0.208, -0.183, -0.033], [0.091, 0.091, 0.021], [0.014, 0.002, -0.011], [0.005, -0.082, 0.017], [-0.026, 0.037, -0.009], [0.179, 0.073, 0.050], [0.003, -0.039, 0.015], [-0.049, 0.015, 0.013], [0.009, -0.056, -0.010], [0.042, 0.011, -0.041], [-0.004, 0.005, 0.001], [-0.023, -0.017, -0.012], [0.014, 0.050, 0.017], [-0.046, -0.010, 0.007], [0.034, -0.018, 0.011], [-0.003, -0.028, 0.018], [-0.017, 0.003, -0.015], [-0.024, 0.067, -0.005], [-0.015, -0.033, -0.025], [0.010, -0.001, -0.062], [0.045, 0.024, 0.010], [-0.054, -0.013, 0.067], [-0.003, -0.809, 0.096], [0.169, 2.084, -0.208], [0.021, -0.047, -0.005], [0.018, 0.019, -0.001], [-0.018, -0.009, 0.034], [-0.015, -0.050, 0.003], [-0.009, 0.015, 0.031], [-0.029, 0.004, -0.018], [0.000, -0.043, -0.009], [-0.016, 0.007, -0.017], [0.095, 0.023, -0.032], [-0.255, -0.062, 0.501], [0.053, 0.335, 0.264], [-0.042, 0.069, -0.194], [0.026, 0.037, -0.048], [0.021, -0.011, 0.014], [0.020, -0.025, -0.012], [-0.025, -0.016, 0.025], [-0.036, 0.005, 0.061], [0.145, -0.064, 0.176], [0.038, 0.012, 0.042], [-0.018, -0.014, -0.057], [-0.013, -0.015, -0.054], [-0.041, -0.056, 0.030], [-0.050, -0.017, -0.006], [0.021, 0.008, -0.045], [0.016, -0.006, -0.016], [0.003, -0.016, 0.009], [-0.025, -0.008, 0.019], [-0.052, 0.020, 0.007], [0.028, 0.042, -0.011], [-0.001, -0.005, -0.018], [-0.016, -0.010, -0.023], [-0.011, -0.013, -0.003], [-0.001, -0.021, 0.050]], "homo_ev": -6.1, "e_lumo_ev": 0.36, "e_tot_ha": -2853.84510, "relative_energy_kj_mol": 495.3, "multiplicity": 1, "orbital_gap_ev": 6.486, "fmax_ha_per_bohr": 0.05549}